Computed, not measured: one molecule with the formula C8H11PS in a non-equilibrium geometry, with ωB97M-V with the def2-TZVPD basis set.

ORCA input file:
```
! RIJCOSX wB97M-V def2-TZVPD def2/J DEFGRID3
* xyz 0 1
C 0.75 -2.12 -0.66
C 0.06 -0.94 -0.58
C 0.34 -0.05 0.34
C 2.14 -0.75 1.03
C -1.13 -0.72 -1.47
C -0.33 1.15 0.86
C -2.17 0.09 -0.72
C -1.56 1.42 -0.11
P 3.05 0.29 2.14
S 2.12 -2.24 0.29
H 0.71 -2.71 -1.63
H -0.78 -0.06 -2.31
H -1.50 -1.64 -1.78
H -0.77 1.02 1.87
H 0.40 1.99 0.72
H -3.08 0.52 -1.21
H -2.51 -0.32 0.23
H -2.28 1.92 0.49
H -1.14 2.10 -0.90
H 3.38 1.30 1.27
H 4.30 -0.24 2.13
*
```

**LUMO (spin up / spin down)**: 0.274 / 0.273 eV
**Energy above the lowest of the compared OMol25 structures with the same formula, charge and spin**: 80.6 kcal/mol
**HOMO (spin up / spin down)**: -7.1437 / -7.1434 eV

Computed, not measured: C10H30ClIO3P3Pr as an isolated structure in a non-equilibrium geometry, with ωB97M-V with the def2-TZVPD basis set.

ORCA input file:
```
! RIJCOSX wB97M-V def2-TZVPD def2/J DEFGRID3
* xyz 2 3
C -1.66 -0.06 -1.57
I 3.54 -0.12 0.18
H -1.45 -0.04 -2.66
H -2.27 0.81 -1.28
H -2.18 -1.00 -1.30
Pr 0.56 -0.09 -0.48
P 0.51 2.69 -1.34
C 0.20 3.64 0.20
C 2.19 3.28 -1.80
H 2.17 4.34 -2.11
H -0.33 4.57 -2.66
H 2.54 2.65 -2.63
H -0.43 3.01 -3.55
H 0.88 3.29 0.98
H 2.89 3.15 -0.97
C -0.57 3.50 -2.58
H 0.38 4.70 0.00
H -1.63 3.37 -2.29
H -0.83 3.49 0.56
P 0.40 -2.92 -1.29
C 0.03 -3.92 0.20
C -0.68 -3.72 -2.56
H 2.43 -2.95 -2.57
H 1.99 -4.62 -2.06
H 2.75 -3.47 -0.91
C 2.05 -3.57 -1.75
H -0.53 -3.22 -3.52
H -0.41 -4.79 -2.64
H 0.04 -4.99 -0.07
H -0.94 -3.64 0.61
H -1.74 -3.62 -2.28
H 0.78 -3.74 0.99
Cl 1.35 -0.20 -3.06
C -2.61 1.68 1.86
O -1.56 0.75 1.43
P -1.55 -0.77 2.22
O -1.39 -0.36 3.76
C -0.63 0.77 4.30
O 0.11 -1.05 1.81
C 1.19 -1.38 2.75
H -3.11 2.08 0.97
H -2.16 2.51 2.42
H -3.37 1.17 2.47
H 0.02 1.27 3.58
H -1.38 1.48 4.69
H -0.02 0.37 5.12
H 2.08 -1.55 2.13
H 1.42 -0.51 3.39
H 0.94 -2.27 3.34
*
```

**LUMO (spin up / spin down)**: -9.184 / -11.041 eV
**Energy above the lowest of the compared OMol25 structures with the same formula, charge and spin**: 62.8 kcal/mol
**HOMO (spin up / spin down)**: -15.1711 / -15.1631 eV
**Expectation value of S²**: 2.28

Computed, not measured: C24H26FN6O5S2 as an isolated structure in a non-equilibrium geometry, with ωB97M-V with the def2-TZVPD basis set.

ORCA input file:
```
! RIJCOSX wB97M-V def2-TZVPD def2/J DEFGRID3
* xyz -1 1
C 9.76 -2.78 -0.17
C 8.42 -2.94 -1.06
C 7.93 -1.60 -1.79
F 9.05 -0.90 -2.44
S 7.06 -0.38 -0.67
O 8.09 0.38 0.18
O 6.42 0.66 -1.58
N 5.98 -1.11 0.45
S 4.50 -1.60 -0.29
O 3.73 -0.49 -0.97
O 3.61 -2.11 0.85
N 4.71 -2.91 -1.44
C 4.87 -3.98 -0.67
O 5.19 -5.15 -0.32
H 9.90 -3.77 0.42
H 9.69 -1.92 0.60
H 10.72 -2.62 -0.79
H 8.51 -3.76 -1.88
H 7.54 -3.29 -0.38
H 7.17 -1.89 -2.61
N -1.69 0.26 0.76
C -2.20 -0.07 -0.44
C -1.49 -0.75 -1.42
C -0.17 -1.10 -1.15
C 0.38 -0.77 0.08
C -0.42 -0.09 0.99
H -3.23 0.22 -0.60
H -1.96 -0.99 -2.37
H 0.41 -1.63 -1.90
H 1.40 -1.02 0.32
H -0.03 0.18 1.97
N 2.80 0.18 4.00
C 2.84 1.37 4.62
C 3.40 2.51 4.08
C 3.97 2.42 2.81
C 3.94 1.21 2.14
C 3.35 0.12 2.77
H 2.39 1.39 5.61
H 3.40 3.45 4.62
H 4.42 3.29 2.35
H 4.38 1.10 1.15
H 3.31 -0.85 2.29
N -4.91 1.60 -0.13
C -6.03 1.85 -0.83
C -6.60 3.10 -0.94
C -6.00 4.16 -0.28
C -4.85 3.93 0.46
C -4.34 2.64 0.50
H -6.46 0.99 -1.33
H -7.51 3.25 -1.53
H -6.42 5.16 -0.34
H -4.35 4.74 0.98
H -3.44 2.41 1.06
N -8.54 0.15 -1.28
C -9.43 0.52 -0.35
C -10.79 0.26 -0.43
C -11.25 -0.44 -1.54
C -10.35 -0.84 -2.52
C -9.01 -0.53 -2.34
H -9.02 1.07 0.50
H -11.47 0.58 0.35
H -12.31 -0.67 -1.65
H -10.68 -1.38 -3.40
H -8.27 -0.82 -3.07
*
```

**LUMO**: 1.873 eV
**HOMO**: -6.7564 eV

> Which formula does entry 1 have?

C8H11PS